one | Here is the ion C5H7FN with charge +1 from the Open Molecules 2025 dataset. Energies are from ωB97M-V/def2-TZVPD.

Structure (XYZ):
```
14
C5H7FN | the Open Molecules 2025 dataset | ωB97M-V/def2-TZVPD
F 1.1792 2.0373 -0.2581
N 0.7517 -1.2416 0.1123
C -2.5761 1.2531 0.2560
C 0.5664 -0.1434 -1.0771
C -1.3789 1.3827 0.0174
C 0.6313 -0.0123 1.0952
C 0.2055 1.0352 -0.0365
H 1.7103 -1.7122 0.2747
H 1.5195 0.1112 -1.4316
H 1.6103 0.4064 1.4040
H 0.2179 -2.0192 0.3221
H -0.0808 -0.0433 1.9036
H -0.2027 -0.5679 -1.7087
H -3.5708 1.3473 0.0466
```

Values from the calculation:
- HOMO: -0.5386 Ha
- Kohn-Sham gap: 10.72 eV
- LUMO: -0.1448 Ha
- SMILES: C#CC1(F)C[NH2+]C1
- Total charge: +1

---

two | Here is a cluster of 2 separate species, C5H7FN in total from the Open Molecules 2025 dataset. Energies are from ωB97M-V/def2-TZVPD.

Structure (XYZ):
```
14
C5H7FN | the Open Molecules 2025 dataset | ωB97M-V/def2-TZVPD
F 0.0871 -2.1630 -0.5594
N 1.6914 0.7649 0.2865
C 1.5707 -0.1555 -0.9401
C 0.6721 -0.9769 -0.1045
C -3.2968 0.9768 -0.4307
C 0.7565 -0.1070 0.9629
C -3.1141 0.2102 0.4749
H 1.2808 -0.4687 1.8650
H -3.2931 -0.6936 0.7548
H 1.5906 0.0677 -2.0098
H 2.5013 -0.7216 -0.9815
H -2.9477 1.8655 -1.1839
H 2.6869 0.9771 0.4973
H -0.1858 0.4242 1.3685
```

Values from the calculation:
- HOMO: -0.5140 Ha
- Kohn-Sham gap: 6.80 eV
- LUMO: -0.2642 Ha
- Total charge: +1

---

Most stable structure: one

---

one | Here is a structure of composition CHClN2O2S from the Open Molecules 2025 dataset. Energies are from ωB97M-V/def2-TZVPD.

Structure (XYZ):
```
8
CHClN2O2S | the Open Molecules 2025 dataset | ωB97M-V/def2-TZVPD
Cl 0.8584 2.6587 0.1736
S -1.3438 0.4521 0.3617
O -1.9587 1.2746 -0.6425
O -0.2933 -1.2070 -0.4959
N 0.0213 1.2196 0.8778
N 1.3572 -2.8997 -0.8855
C 0.5822 -2.0601 -0.6308
H 0.7767 0.5618 1.2416
```

Values from the calculation:
- HOMO: -0.3425 Ha
- Kohn-Sham gap: 6.95 eV
- LUMO: -0.0873 Ha
- Total charge: 0

---

two | Here is a cluster of 2 separate species, CHClN2O2S in total from the Open Molecules 2025 dataset. Energies are from ωB97M-V/def2-TZVPD.

Structure (XYZ):
```
8
CHClN2O2S | the Open Molecules 2025 dataset | ωB97M-V/def2-TZVPD
Cl 0.6834 0.3818 2.1163
S -1.8314 0.1098 0.6855
O -2.4040 -0.6158 1.7594
O 0.3492 0.2971 -1.7849
N 2.3587 -1.0004 -1.3529
N -0.4227 0.6739 0.8922
C 1.3990 -0.3750 -1.4579
H -0.1323 0.5286 -0.8577
```

Values from the calculation:
- HOMO: -0.3995 Ha
- Kohn-Sham gap: 8.95 eV
- LUMO: -0.0705 Ha
- Total charge: 0

---

Most stable structure: two

---

one | Here is a structure of composition C38H27BaF2N5O2Se2 from the Open Molecules 2025 dataset. Energies are from ωB97M-V/def2-TZVPD.

Structure (XYZ):
```
77
C38H27BaF2N5O2Se2 | the Open Molecules 2025 dataset | ωB97M-V/def2-TZVPD
Ba 1.9539 0.0286 -0.6906
Se 5.0864 -3.7334 -0.5281
Se 4.5595 -2.6263 -2.4898
F 1.1205 6.0288 -0.8669
F -1.4264 3.7512 -4.0537
O 1.8810 -0.5526 2.2627
O 0.0058 -0.9950 -0.4859
N 1.9070 -2.9750 -1.6729
N 0.6745 1.3891 0.9530
N -0.4555 1.6844 0.1321
N 4.7740 -1.0930 0.4419
N -0.4477 0.5029 -2.9271
C 2.7439 -3.2491 -2.6652
C 1.1181 0.3520 3.0111
C -4.4741 2.8322 0.9255
C -2.1365 -0.9921 -3.7302
C -0.3374 2.7205 -0.7614
C 0.3982 3.8599 -0.3902
C -0.8228 -0.6579 -3.4647
C -0.8595 3.8023 -2.8292
C -2.8254 1.1163 0.4570
C -5.4847 1.8526 1.0341
C 4.9739 -1.7935 3.1203
C -5.1658 0.5365 0.8645
C -0.5466 2.0268 4.4137
C -3.1266 -0.0645 -3.4312
C 0.4014 1.3312 2.2959
C -0.1995 4.9628 -2.4795
C 2.3951 -3.9654 -3.8021
C 1.0617 0.2506 4.3859
C -2.7543 1.1456 -2.8821
C -1.1959 -0.6219 -0.1006
C 4.7893 -0.1654 1.4058
C -3.1839 2.4782 0.6483
C -1.4060 1.3877 -2.6329
C -3.8400 0.1368 0.5711
C 1.3054 -1.8617 2.2563
C -3.4942 -1.2285 0.4087
C 4.9732 -2.7668 2.1369
C -1.5006 0.7158 0.1216
C 1.1010 -4.4559 -3.8869
C 0.4369 4.9297 -1.2499
C -0.4645 2.1463 3.0355
C 4.8926 -0.4590 2.7508
C -0.9303 2.6667 -2.0395
C 4.8860 -2.3550 0.8113
C 0.2265 1.1013 5.1033
C 0.6756 -3.4841 -1.7513
C -2.2206 -1.5923 0.0981
C 0.2336 -4.2340 -2.8307
H 0.7875 -5.0223 -4.7544
H -0.7776 -4.6169 -2.8369
H -3.4846 1.8964 -2.6120
H 0.8785 3.9051 0.5761
H -0.0287 -1.3625 -3.6900
H -6.5020 2.1469 1.2572
H -4.7217 3.8770 1.0669
H 5.0383 -3.8164 2.3920
H -0.1559 5.8202 -3.1325
H 1.2659 -2.2729 3.2678
H 3.1240 -4.1528 -4.5777
H 0.0195 -3.2404 -0.9302
H -5.9282 -0.2294 0.9535
H -2.3757 -1.9557 -4.1599
H -4.1694 -0.2866 -3.6173
H -1.2190 2.6747 4.9629
H 4.7189 0.8680 1.0796
H -1.0679 2.8748 2.5075
H 0.3015 -1.8322 1.8317
H 1.9486 -2.4900 1.6377
H 1.6494 -0.5109 4.8866
H 5.0333 -2.0768 4.1631
H -4.2659 -1.9797 0.5344
H -2.4230 3.2428 0.5699
H 0.1675 1.0280 6.1809
H 4.8818 0.3347 3.4836
H -1.9710 -2.6375 -0.0435
```

Values from the calculation:
- HOMO: -0.2280 Ha
- Kohn-Sham gap: 5.67 eV
- LUMO: -0.0197 Ha
- Total charge: 0

---

two | Here is a structure of composition C38H27BaF2N5O2Se2 from the Open Molecules 2025 dataset. Energies are from ωB97M-V/def2-TZVPD.

Structure (XYZ):
```
77
C38H27BaF2N5O2Se2 | the Open Molecules 2025 dataset | ωB97M-V/def2-TZVPD
Ba 0.5186 0.3860 0.3331
Se 0.7943 3.4024 -2.3487
Se -0.9721 2.4531 -3.5546
F 5.7151 -1.9291 -1.8452
F 6.2039 1.9328 0.7195
O -0.5459 -2.0877 -0.1612
O -0.1196 0.5846 2.5351
N -3.0714 -0.4676 0.1999
N -1.0728 3.0728 -0.2485
N 2.2268 2.3397 1.3802
N -2.1553 -0.0987 0.9657
N 0.4484 0.1143 -2.8332
C -6.2167 1.0412 2.5065
C 4.2392 2.4088 2.6489
C -3.7904 0.9306 2.6318
C -0.2051 3.9268 -0.7735
C 3.8142 -1.0462 -0.7454
C 2.3802 3.7596 3.2984
C -2.6816 2.0348 4.5420
C -5.0135 0.6213 1.9883
C -2.6309 -1.1780 -0.9870
C -3.3586 -1.8130 -3.2122
C 1.1210 -1.6014 -4.3706
C 0.4443 -0.9667 -5.3981
C 4.0428 0.9122 0.6130
C -1.6807 4.7743 1.3333
C 3.1996 -0.1004 0.0893
C -1.3140 0.8945 2.9030
C 5.1613 -0.9854 -1.0401
C 5.9855 0.0096 -0.5615
C -0.7308 5.6308 0.7998
C -1.4597 1.6605 4.1160
C -0.1951 0.2324 -5.1343
C 1.6903 3.2187 2.2330
C -6.2880 1.7876 3.6872
C -1.3789 -2.7995 -2.2772
C -1.8094 3.5108 0.7810
C 5.3885 0.9389 0.2655
C -2.4719 0.5585 2.1679
C -0.3972 -3.3360 0.5238
C -3.8758 1.6856 3.8286
C 1.0837 -1.0234 -3.1127
C -2.2844 -2.6877 -3.3181
C -3.5325 -1.0882 -2.0472
C 0.0184 5.2081 -0.2837
C -5.1195 2.0972 4.3357
C -0.1486 0.7356 -3.8390
C 3.4929 1.9322 1.5656
C -1.5280 -2.0251 -1.1346
C 3.6823 3.3282 3.5107
H -1.3502 -3.6330 0.9625
H -2.7862 2.6142 5.4535
H -2.3116 5.0631 2.1622
H -4.0705 -1.7144 -4.0207
H -7.2412 2.1093 4.0849
H -4.3858 -0.4366 -1.9095
H -5.1332 2.6665 5.2581
H 0.4382 -1.3810 -6.3983
H 0.7379 5.8605 -0.7583
H -5.0029 0.0457 1.0809
H 3.2713 -1.8812 -1.1818
H -0.0316 -4.1061 -0.1563
H -0.5206 -3.4537 -2.3549
H 1.5942 -1.4952 -2.2821
H -0.5879 6.6254 1.2029
H 1.6674 -2.5213 -4.5247
H -0.6860 0.7890 -5.9205
H 5.2427 2.0423 2.7989
H 4.2526 3.7016 4.3524
H 1.8982 4.4768 3.9487
H -2.5315 2.8094 1.1782
H -7.1267 0.7795 1.9803
H 0.6582 3.4988 2.0514
H 0.3351 -3.1669 1.3095
H 7.0330 0.0679 -0.8161
H -0.5532 1.9150 4.6487
H -2.1429 -3.2776 -4.2147
```

Values from the calculation:
- HOMO: -0.2660 Ha
- Kohn-Sham gap: 6.82 eV
- LUMO: -0.0155 Ha
- Total charge: 0

---

Most stable structure: one

---

one | Here is an isolated molecule of C4H6ClNOS from the Open Molecules 2025 dataset. Energies are from ωB97M-V/def2-TZVPD.

Structure (XYZ):
```
14
C4H6ClNOS | the Open Molecules 2025 dataset | ωB97M-V/def2-TZVPD
Cl 2.4327 -0.1671 -0.6115
S -0.8352 1.8513 0.0428
O 0.1525 -1.8355 0.5573
N -0.5811 -0.7298 0.2327
C -1.9114 -1.1135 -0.1684
C 0.0264 0.4842 0.3350
C -3.0162 -0.4238 -0.4766
C 1.4817 0.4116 0.7334
H 1.8023 1.4458 0.9571
H 0.9254 -1.8787 -0.0975
H -3.9651 -0.9741 -0.6138
H -3.0366 0.6352 -0.7828
H 1.6510 -0.2196 1.5871
H -2.0056 -2.1474 0.0335
```

Values from the calculation:
- HOMO: -0.3183 Ha
- Kohn-Sham gap: 8.68 eV
- LUMO: 0.0008 Ha
- SMILES: C=CN(O)C(=S)CCl
- Total charge: 0

---

two | Here is a structure of composition C4H6ClNOS from the Open Molecules 2025 dataset. Energies are from ωB97M-V/def2-TZVPD.

Structure (XYZ):
```
14
C4H6ClNOS | the Open Molecules 2025 dataset | ωB97M-V/def2-TZVPD
Cl 1.8887 -0.5367 1.0201
S -0.6370 -1.3897 -1.3215
O -0.1671 1.4824 1.3636
N -0.3183 0.7721 0.1194
C -0.7614 1.8270 -0.7681
C -0.2669 -0.5145 0.0817
C -1.5088 1.7044 -1.8045
C 0.2585 -1.2543 1.1208
H -1.5029 2.6810 -2.3390
H 0.5109 -2.3508 0.8820
H -1.1487 0.8618 2.0234
H -1.7651 0.7756 -2.1444
H -0.4823 2.8188 -0.2791
H -0.2920 -1.2663 2.1362
```

Values from the calculation:
- HOMO: -0.3094 Ha
- Kohn-Sham gap: 7.69 eV
- LUMO: -0.0270 Ha
- Total charge: 0

---

Most stable structure: one